(1)
The following is a DFT calculation (ωB97M-V/def2-TZVPD) of a molecular structure, C44H31BBr2N6O9RuS2.

```
! wB97M-V def2-TZVPD RIJCOSX def2/J DEFGRID3
* xyz -1 6
Ru 0.2648 0.3983 0.3313
Br 7.2374 2.4008 -2.2826
C 5.4194 1.9066 -1.9779
C 4.5702 1.6988 -3.0624
C 3.2563 1.3662 -2.8254
C 2.7221 1.2409 -1.5211
O 1.4646 0.9831 -1.3924
C 3.6143 1.4516 -0.4280
C 3.2141 1.4952 0.9610
N 1.9970 1.4155 1.3987
C 1.6691 1.7214 2.7044
C 2.5858 1.8546 3.7709
C 2.1462 2.2374 5.0243
C 0.8139 2.5355 5.2717
C -0.1341 2.4333 4.2301
C -1.4916 2.7600 4.3759
C -2.3519 2.6713 3.2900
C -1.8652 2.2091 2.0843
N -0.5817 1.8491 1.9110
C 0.2929 1.9864 2.9405
C 4.9546 1.7752 -0.6931
H 4.9378 1.8097 -4.0737
H 2.5693 1.2060 -3.6463
H 4.0111 1.7577 1.6575
H 3.6297 1.6175 3.6254
H 2.8657 2.3088 5.8315
H 0.4852 2.8493 6.2537
H -1.8480 3.0995 5.3407
H -3.3950 2.9432 3.3745
H -2.5125 2.1102 1.2248
H 5.6220 1.9507 0.1426
O -2.8901 0.8749 -0.7171
B -1.6855 1.1633 -1.3670
O -1.5299 0.4179 -2.5237
C -2.7140 -0.2569 -2.6595
C -3.1421 -1.0138 -3.7233
C -4.4395 -1.5213 -3.6457
C -5.2430 -1.2890 -2.5355
C -4.7934 -0.5196 -1.4626
C -3.5265 -0.0033 -1.5659
H -2.4993 -1.1989 -4.5710
H -4.8250 -2.1121 -4.4661
H -6.2389 -1.7084 -2.5021
H -5.4027 -0.3376 -0.5901
O -0.7351 3.0515 -3.1448
C -0.3233 3.0420 -2.0192
O -0.9429 2.2883 -1.0369
C 0.8478 3.8036 -1.5306
C 1.0609 4.0497 -0.1836
C 2.2342 4.6641 0.2602
C 3.1644 4.9763 -0.6983
O 4.4121 5.5040 -0.5191
C 4.9994 5.5857 -1.8184
O 4.0395 5.1421 -2.7710
C 2.9395 4.7542 -2.0473
C 1.7847 4.1889 -2.5046
H 0.3259 3.7293 0.5357
H 2.4227 4.8303 1.3117
H 5.8800 4.9369 -1.8578
H 5.2591 6.6270 -2.0269
H 1.6116 3.9792 -3.5493
Br 2.1137 -1.8091 2.9459
C 0.2375 -1.8035 3.2025
C -0.2865 -2.6457 4.1707
C -1.6545 -2.6304 4.3638
C -2.4340 -1.7885 3.5873
C -1.8056 -0.9993 2.6453
N -0.4833 -0.9933 2.4575
H 0.3651 -3.2959 4.7339
H -2.1058 -3.2844 5.0974
H -3.5092 -1.7609 3.6798
H -2.3804 -0.3614 1.9857
N -3.3883 -7.2387 -3.5696
C -3.1148 -6.2898 -2.5827
C -2.2963 -6.6103 -1.5012
C -2.0499 -5.6770 -0.5082
C -2.6195 -4.4170 -0.5827
C -3.4548 -4.0954 -1.6452
C -3.7037 -5.0255 -2.6360
S -2.2602 -3.1831 0.6309
O -1.7496 -3.9014 1.7820
O -3.4580 -2.3929 0.7782
N -1.1737 -2.2175 0.0005
C 0.0990 -2.5535 -0.1283
S 0.8532 -4.1353 -0.1220
C 2.3908 -3.3946 -0.4287
C 2.2588 -2.0530 -0.4710
N 0.9833 -1.5924 -0.2854
H -2.6833 -7.9491 -3.6827
H -3.6919 -6.8569 -4.4510
H -1.8490 -7.5948 -1.4418
H -1.4364 -5.9318 0.3465
H -3.9115 -3.1142 -1.6773
H -4.3589 -4.7745 -3.4624
H 3.2880 -3.9781 -0.5263
H 3.0555 -1.3418 -0.6179
*
```

Calculated values
Energy relative to the best compared isomer or geometry (same formula, charge and spin) = 0.0 kJ/mol
E_HOMO (alpha / beta) = -2.260 / -4.615 eV

Results of the Löwdin charge analysis, in e, for atoms 1 through 8: Ru 1.4121; Br 0.6884; C -0.7031; C -0.1378; C -0.0191; C -0.3815; O -0.1763; C -0.1494

(2)
The following is a DFT calculation (ωB97M-V/def2-TZVPD) of a molecular structure, C44H31Cl5O3P2PtS in a non-equilibrium geometry.

```
! wB97M-V def2-TZVPD RIJCOSX def2/J DEFGRID3
* xyz 2 1
Pt -0.1214 0.1355 -0.6595
O -0.2869 3.3644 -1.6107
S -1.0772 2.1673 -1.3300
C -2.3149 2.5567 -0.1043
C -3.1418 3.6606 -0.2592
C -4.1010 3.9281 0.7044
C -4.2196 3.1033 1.8152
C -3.3330 2.0534 2.0045
C -2.3440 1.7883 1.0611
P -0.9709 0.6313 1.4194
C 0.1725 1.5833 2.4517
C -0.2579 2.3599 3.5278
C 0.6556 3.1070 4.2542
C 2.0019 3.0876 3.9072
C 2.4360 2.3143 2.8402
C 1.5242 1.5623 2.1119
C -1.7304 -0.6437 2.4487
C -1.3779 -0.8424 3.7791
C -1.9992 -1.8419 4.5177
C -2.9716 -2.6387 3.9328
C -3.3290 -2.4396 2.6040
C -2.7094 -1.4479 1.8635
C -1.9418 1.6886 -2.8309
C -3.0582 2.3533 -3.3134
C -3.5716 2.0124 -4.5561
C -2.9656 1.0228 -5.3150
C -1.8478 0.3597 -4.8299
C -1.3212 0.6848 -3.5843
P 0.1420 -0.1883 -2.9260
C 1.6083 0.5963 -3.6097
C 2.8058 0.4283 -2.9128
C 3.9709 0.9883 -3.4118
C 3.9405 1.7234 -4.5896
C 2.7467 1.8998 -5.2748
C 1.5774 1.3347 -4.7890
C 0.0338 -1.8564 -3.6003
C -1.1200 -2.6022 -3.3503
C -1.2308 -3.8901 -3.8422
C -0.1871 -4.4430 -4.5774
C 0.9608 -3.7065 -4.8223
C 1.0750 -2.4095 -4.3372
H -3.0230 4.3215 -1.1071
H -4.7585 4.7784 0.5851
H -4.9854 3.2986 2.5538
H -3.4027 1.4436 2.8973
H -1.3076 2.3997 3.7915
H 0.3151 3.7216 5.0771
H 2.7093 3.6914 4.4606
H 3.4809 2.3135 2.5586
H 1.8609 0.9630 1.2725
H -0.6255 -0.2147 4.2381
H -1.7359 -1.9864 5.5578
H -3.4601 -3.4105 4.5125
H -4.0919 -3.0568 2.1488
H -2.9865 -1.2959 0.8255
H -3.5456 3.1225 -2.7351
H -4.4495 2.5228 -4.9280
H -3.3672 0.7607 -6.2845
H -1.3888 -0.4260 -5.4173
H 2.8236 -0.1373 -1.9869
H 4.9027 0.8574 -2.8782
H 4.8504 2.1661 -4.9722
H 2.7240 2.4809 -6.1867
H 0.6479 1.4822 -5.3242
H -1.9362 -2.1664 -2.7831
H -2.1292 -4.4642 -3.6587
H -0.2749 -5.4497 -4.9637
H 1.7689 -4.1357 -5.3990
H 1.9693 -1.8333 -4.5372
Cl 5.7749 -2.5176 6.7683
C 4.6293 -2.0511 5.6675
C 4.3860 -2.9040 4.5425
Cl 5.2715 -4.3434 4.3560
C 3.4458 -2.5315 3.6299
Cl 3.0931 -3.3794 2.2493
C 2.6661 -1.2533 3.8134
O 1.8108 -0.9356 3.0421
C 3.0040 -0.3967 5.0021
Cl 2.1571 1.0377 5.1318
C 3.9471 -0.7977 5.8907
Cl 4.3399 0.1453 7.2491
C 0.0999 -2.8326 0.1377
C 0.8751 -1.5760 -0.1748
O 2.0862 -1.5580 -0.1311
H 0.7201 -3.7159 -0.0213
H -0.8051 -2.8981 -0.4646
H -0.2075 -2.7847 1.1873
*
```

Calculated values
Energy relative to the best compared isomer or geometry (same formula, charge and spin) = 220.9 kJ/mol
E_HOMO = -12.574 eV

Results of the Löwdin charge analysis, in e, for atoms 1 through 8: Pt 0.6943; O -0.3893; S 0.7840; C -0.3433; C -0.0537; C -0.0285; C -0.0317; C -0.0683

(3)
The following is a DFT calculation (ωB97M-V/def2-TZVPD) of a molecular structure, C44H33BCl4F2N5O2SSbW.

```
! wB97M-V def2-TZVPD RIJCOSX def2/J DEFGRID3
* xyz 0 1
W -0.2104 -0.3703 0.1169
C 4.6710 -4.3261 -3.1156
C 3.4999 -3.8629 -2.2937
C 3.2949 -4.3370 -0.9963
C 2.2636 -3.8630 -0.2155
C 1.3556 -2.9073 -0.6909
N 0.3715 -2.3851 0.1474
C -0.4337 -3.2860 0.8304
C -0.8247 -4.5054 0.2589
C -1.7210 -5.3479 0.8793
C -2.3125 -5.0116 2.0973
C -3.3740 -5.8785 2.7161
C -1.9232 -3.8214 2.6830
C -0.9778 -2.9936 2.0853
N -0.5606 -1.8469 2.8178
C -0.4205 -1.7595 4.1504
C -0.0723 -0.4623 4.4586
C -0.0023 0.1886 3.2303
N -0.2940 -0.6556 2.2404
C 1.5367 -2.4806 -2.0058
C 2.6073 -2.9247 -2.7778
N 0.6059 -1.5932 -2.6318
C 0.2099 -1.6357 -3.9176
C -0.5659 -0.5260 -4.1634
C -0.5939 0.1608 -2.9499
N 0.1192 -0.4883 -2.0304
H 4.8004 -5.4063 -3.0409
H 4.5420 -4.0728 -4.1675
H 5.5972 -3.8609 -2.7721
H 3.9772 -5.0711 -0.5833
H 2.1421 -4.2102 0.8023
H -0.4249 -4.7655 -0.7127
H -2.0037 -6.2719 0.3882
H -3.1604 -6.9357 2.5572
H -3.4525 -5.7064 3.7896
H -4.3507 -5.6694 2.2741
H -2.3702 -3.5142 3.6214
H -0.5537 -2.6258 4.7736
H 0.1206 -0.0507 5.4327
H 0.2398 1.2130 3.0055
H 2.7411 -2.5185 -3.7736
H 0.5093 -2.4489 -4.5551
H -1.0503 -0.2550 -5.0838
H -1.1065 1.0756 -2.6925
Cl -6.9882 -1.6514 0.2115
C -5.4582 -0.8667 0.3466
C -5.3691 0.3901 0.9424
Cl -6.7819 1.1715 1.5490
C -4.1276 1.0204 1.0638
Cl -3.9542 2.5505 1.8443
C -2.9992 0.3852 0.5738
O -1.7595 0.8753 0.6151
C -3.0829 -0.8745 -0.0202
O -1.9222 -1.3579 -0.4225
C -4.3127 -1.5068 -0.1333
Cl -4.3700 -3.0736 -0.8461
S 2.3450 -0.0830 0.4386
Sb 0.4729 2.3502 -0.1775
C 2.2844 2.9351 -1.1088
C 2.7683 2.1680 -2.1662
C 3.9149 2.5510 -2.8444
C 4.5919 3.7035 -2.4659
C 4.1188 4.4688 -1.4109
C 2.9660 4.0872 -0.7352
C -0.8346 3.5401 -1.3799
C -2.2183 3.3861 -1.2949
C -3.0634 4.1363 -2.1023
C -2.5348 5.0434 -3.0087
C -1.1592 5.1987 -3.1056
C -0.3131 4.4523 -2.2966
C 0.5679 3.4737 1.6100
C -0.4765 4.2979 2.0124
C -0.4139 4.9486 3.2381
C 0.6898 4.7789 4.0613
C 1.7380 3.9596 3.6617
C 1.6777 3.3053 2.4392
H 2.2564 1.2563 -2.4571
H 4.2859 1.9476 -3.6631
H 5.4907 4.0008 -2.9908
H 4.6466 5.3655 -1.1119
H 2.6025 4.6957 0.0852
H -2.6428 2.6866 -0.5909
H -4.1355 4.0105 -2.0176
H -3.1929 5.6276 -3.6390
H -0.7410 5.9040 -3.8126
H 0.7580 4.5838 -2.3867
H -1.3424 4.4312 1.3743
H -1.2303 5.5875 3.5499
H 0.7350 5.2883 5.0154
H 2.6016 3.8276 4.3011
H 2.4942 2.6572 2.1356
F 2.2451 -2.0743 2.3992
B 2.8310 -0.9725 1.9177
F 3.8963 -0.5733 2.6163
*
```

Calculated values
Energy relative to the best compared isomer or geometry (same formula, charge and spin) = 0.0 kJ/mol
E_HOMO (alpha / beta) = -6.643 / -6.645 eV

Results of the Löwdin charge analysis, in e, for atoms 1 through 8: W 1.3298; C -0.0507; C -0.2694; C -0.0239; C -0.0083; C -0.2837; N -0.1224; C -0.2357

(4)
The following is a DFT calculation (ωB97M-V/def2-TZVPD) of a molecular structure, C44H33Br3F9N3NiP2.

```
! wB97M-V def2-TZVPD RIJCOSX def2/J DEFGRID3
* xyz 2 3
Ni -0.4194 -1.4134 0.6738
Br 0.7977 -2.2977 3.0470
C -0.7292 -1.5999 4.0034
Br -1.9981 -0.8643 2.7386
H -0.3922 -0.8076 4.6601
H -1.2082 -2.4086 4.5416
N -2.0168 -2.7236 -1.6080
P -1.6738 -1.0821 -1.3186
C -3.3104 -0.3113 -1.5982
C -3.6938 0.0279 -2.8967
C -4.9710 0.5152 -3.1324
C -5.8627 0.6775 -2.0821
C -5.4823 0.3399 -0.7905
C -4.2120 -0.1574 -0.5466
C -0.7419 -0.5715 -2.7861
C -0.3822 0.7724 -2.8919
C 0.3315 1.2160 -3.9922
C 0.6736 0.3247 -5.0020
C 0.2946 -1.0075 -4.9137
C -0.4038 -1.4600 -3.8035
C -2.0945 -3.6460 -0.5867
C -2.7315 -4.8742 -0.7918
C -2.8053 -5.7696 0.2489
C -2.2531 -5.4234 1.4816
C -1.6454 -4.1980 1.5988
N -1.5466 -3.3163 0.5887
H -2.5761 -2.9390 -2.4214
H -3.0049 -0.0766 -3.7236
H -5.2610 0.7732 -4.1424
H -6.8539 1.0664 -2.2725
H -6.1769 0.4689 0.0293
H -3.9299 -0.4321 0.4648
H -0.6668 1.4690 -2.1095
H 0.6107 2.2587 -4.0702
H 1.2347 0.6720 -5.8596
H 0.5364 -1.6937 -5.7147
H -0.6606 -2.5075 -3.7216
H -3.1658 -5.1016 -1.7563
H -3.2940 -6.7250 0.1138
H -2.2999 -6.0914 2.3289
H -1.2085 -3.9110 2.5446
F 5.9678 2.5760 -2.6932
C 5.8941 1.4478 -1.9826
F 6.0080 0.4112 -2.8421
F 6.9453 1.4003 -1.1551
C 4.5977 1.3370 -1.2181
C 3.5610 2.2264 -1.4383
C 2.3729 2.0784 -0.7351
C 2.2237 1.0421 0.1820
C 3.2721 0.1363 0.3714
C 4.4620 0.2915 -0.3134
P 0.6695 0.7853 1.1066
C 1.1520 1.1341 2.8514
C 2.4088 0.8495 3.3795
C 2.6917 1.1163 4.7100
C 1.7193 1.6793 5.5208
C 0.4704 1.9958 5.0065
C 0.1889 1.7214 3.6777
C 2.0035 1.9080 6.9856
F 3.2811 2.2367 7.1968
F 1.2287 2.8730 7.4945
F 1.7530 0.7760 7.6769
C -0.2986 2.2919 0.7565
C -1.4981 2.1905 0.0649
C -2.2124 3.3216 -0.2915
C -1.7179 4.5684 0.0585
C -0.5353 4.6872 0.7777
C 0.1744 3.5511 1.1289
C -2.4799 5.7901 -0.3951
F -1.9815 6.9145 0.1226
F -3.7743 5.7036 -0.0492
F -2.4271 5.8886 -1.7373
H 3.6796 3.0302 -2.1521
H 1.5664 2.7770 -0.9073
H 3.1453 -0.7144 1.0307
H 5.2796 -0.4016 -0.1611
H 3.1885 0.4299 2.7637
H 3.6720 0.8977 5.1121
H -0.2715 2.4657 5.6385
H -0.7804 1.9918 3.2810
H -1.8821 1.2149 -0.1774
H -3.1453 3.2373 -0.8357
H -0.1720 5.6661 1.0592
H 1.0953 3.6496 1.6900
Br 3.8945 -4.9189 -3.1753
C 2.8132 -3.8959 -2.0345
C 2.1009 -4.5072 -1.0090
C 1.2847 -3.7307 -0.2153
N 1.1205 -2.4109 -0.4027
C 1.8362 -1.8333 -1.3740
C 2.7061 -2.5237 -2.1957
H 2.1896 -5.5698 -0.8324
H 0.7542 -4.1844 0.6106
H 1.7263 -0.7715 -1.5083
H 3.2710 -1.9992 -2.9534
*
```

Calculated values
Energy relative to the best compared isomer or geometry (same formula, charge and spin) = 12.9 kJ/mol
E_HOMO (alpha / beta) = -13.991 / -14.216 eV

Results of the natural (NBO) charge analysis, in e, for atoms 1 through 8: Ni 1.1377; Br 0.1193; C -0.5098; Br 0.1197; H 0.2632; H 0.2560; N -0.9038; P 1.0467

(5)
The following is a DFT calculation (ωB97M-V/def2-TZVPD) of a molecular structure, C44H33F13InNO26P in a non-equilibrium geometry.

```
! wB97M-V def2-TZVPD RIJCOSX def2/J DEFGRID3
* xyz -1 1
N -8.3197 1.7603 5.7665
P -8.4943 3.3897 5.8398
O -7.0712 4.1046 6.5808
O -9.9634 3.6853 6.7790
In -8.6406 4.3965 3.4667
C -6.6024 3.8939 2.5031
C -6.0266 2.5388 3.2305
C -4.6176 1.9646 2.5425
F -4.7323 2.1003 1.0560
F -3.5330 2.8452 3.1167
C -4.4593 0.3863 3.0168
F -5.6249 -0.3753 2.4296
F -4.6146 0.3789 4.4930
C -3.1125 -0.3574 2.4555
F -2.0462 0.5807 1.9751
F -3.4944 -1.1621 1.2349
C -2.3888 -1.3865 3.5059
F -1.8951 -0.7027 4.7597
F -1.1249 -1.8490 2.8175
C -3.2339 -2.7548 3.8353
F -4.6558 -2.5457 4.1911
F -3.2310 -3.7146 2.6684
C -2.5843 -3.6387 5.0984
F -1.1643 -4.0055 4.8846
F -3.3987 -4.9071 5.2020
F -2.8032 -2.9487 6.4240
H -8.3296 1.4587 4.7670
H -6.2877 3.4995 6.3838
H -9.9491 2.9660 7.5048
H -10.0311 3.6687 2.5904
H -8.8111 6.2093 3.6255
H -6.6903 3.8012 1.3254
H -5.8829 4.7793 2.8191
H -5.8326 2.7931 4.3690
H -6.8725 1.7322 3.1701
C -0.5900 -1.5040 -2.5099
C -0.6108 -1.6125 -1.1801
C -0.5132 -2.9390 -0.5104
O -0.5159 -3.0055 0.7137
C -0.4208 -4.1355 -1.3616
C -0.4035 -4.0271 -2.6914
C -0.4733 -2.6989 -3.3600
O -0.4367 -2.6299 -4.5840
O -0.3196 -5.1477 -3.4974
O -0.7229 -0.4941 -0.3746
H -0.6579 -0.5460 -3.0098
H -0.3684 -5.0946 -0.8623
H -0.3228 -4.8073 -4.4186
H -0.7136 -0.8341 0.5466
C -3.7363 1.5634 -2.4266
C -4.9856 1.8688 -2.7823
C -5.3741 1.9918 -4.2146
O -6.5342 2.2550 -4.5111
C -4.3294 1.7936 -5.2315
C -3.0793 1.4916 -4.8754
C -2.6976 1.3415 -3.4444
O -1.5448 1.0453 -3.1489
O -2.0920 1.3066 -5.8258
O -5.9666 2.0813 -1.8312
H -3.4407 1.4686 -1.3893
H -4.6212 1.9035 -6.2680
H -1.2777 1.0967 -5.3185
H -6.7822 2.2853 -2.3387
C -8.5052 -1.5684 6.6587
C -7.6444 -2.3040 7.3648
C -7.8217 -3.7754 7.5101
O -7.0038 -4.4277 8.1494
C -8.9944 -4.3945 6.8730
C -9.8570 -3.6582 6.1698
C -9.6644 -2.1917 6.0016
O -10.4642 -1.5445 5.3341
O -10.9627 -4.2331 5.5706
O -6.5539 -1.7248 7.9874
H -8.3871 -0.4984 6.5430
H -9.1210 -5.4619 7.0014
H -11.4292 -3.4950 5.1212
H -6.0842 -2.4639 8.4317
C 4.8955 -0.9604 0.2148
C 3.6461 -0.6550 -0.1409
C 3.2577 -0.5319 -1.5732
O 2.0976 -0.2688 -1.8697
C 4.3024 -0.7301 -2.5900
C 5.5525 -1.0321 -2.2340
C 5.9341 -1.1822 -0.8030
O 7.0870 -1.4785 -0.5075
O 6.5398 -1.2171 -3.1844
O 2.6651 -0.4424 0.8102
H 5.1911 -1.0552 1.2521
H 4.0106 -0.6202 -3.6266
H 7.3541 -1.4270 -2.6771
H 1.8496 -0.2385 0.3027
C 10.9798 -1.6978 -3.4999
C 12.1789 -1.5639 -4.0701
C 13.0539 -0.3977 -3.7668
O 14.1585 -0.3117 -4.2917
C 12.5447 0.6225 -2.8371
C 11.3442 0.4902 -2.2697
C 10.4813 -0.6896 -2.5519
O 9.3904 -0.7925 -2.0009
O 10.8584 1.4467 -1.3971
O 12.6531 -2.5062 -4.9642
H 10.3345 -2.5415 -3.7096
H 13.1833 1.4739 -2.6392
H 9.9732 1.1227 -1.1214
H 13.5407 -2.1852 -5.2352
C 11.2279 2.6516 -5.4780
C 11.2226 3.9669 -5.7033
C 10.2314 4.5902 -6.6234
O 10.2390 5.8039 -6.7959
C 9.2706 3.7067 -7.3024
C 9.2783 2.3910 -7.0796
C 10.2515 1.7717 -6.1386
O 10.2221 0.5617 -5.9403
O 8.3800 1.5545 -7.7164
O 12.1389 4.7999 -5.0881
H 11.9412 2.1856 -4.8100
H 8.5673 4.1704 -7.9821
H 8.5865 0.6520 -7.3886
H 11.9285 5.7030 -5.4113
*
```

Calculated values
E_HOMO = -5.552 eV

Results of the Löwdin charge analysis, in e, for atoms 1 through 8: N -0.2904; P 0.5486; O -0.3508; O -0.3429; In 0.3258; C -0.3266; C -0.2142; C -0.1744